Entry 1:
{"formula": "C48H63MoN5OP3S", "method": "ωB97M-V with the def2-TZVPD basis set", "e_homo_ev": [-15.07, -16.06], "e_tot_ha": -3705.48616, "s2": 2.014, "spin_multiplicity": 3, "orbital_gap_ha": [0.2394, 0.2278], "total_charge": 3, "elements": ["Mo", "C", "N", "P", "C", "C", "C", "C", "C", "C", "C", "C", "C", "C", "C", "C", "P", "C", "C", "C", "C", "C", "C", "C", "C", "C", "C", "C", "C", "H", "H", "H", "H", "H", "H", "H", "H", "H", "H", "H", "H", "H", "H", "H", "H", "H", "H", "H", "H", "H", "H", "H", "N", "P", "N", "C", "C", "C", "C", "C", "N", "C", "C", "C", "C", "C", "N", "C", "C", "C", "C", "C", "H", "H", "H", "H", "H", "H", "H", "H", "H", "H", "H", "H", "H", "H", "H", "H", "H", "H", "H", "H", "H", "H", "H", "H", "H", "H", "H", "H", "H", "H", "C", "C", "C", "C", "C", "C", "C", "S", "C", "O", "H", "H", "H", "H", "H", "H", "H", "H", "H", "H"], "coordinates": [[0.9262, -1.2772, 0.1874], [2.0002, -3.1997, 1.2894], [2.1321, -1.8624, 1.8208], [3.1323, -0.7833, -0.7207], [4.7089, -1.4293, -0.2352], [5.1083, -1.5360, 1.1087], [6.3591, -2.0332, 1.4180], [7.2198, -2.4427, 0.4058], [6.8359, -2.3505, -0.9255], [5.5968, -1.8363, -1.2520], [3.3453, 0.0351, -2.2862], [4.3745, 0.9793, -2.4195], [4.5628, 1.6221, -3.6300], [3.7460, 1.3181, -4.7116], [2.7352, 0.3725, -4.5897], [2.5265, -0.2630, -3.3780], [0.7782, -1.2264, 2.6012], [1.3085, 0.2907, 3.3798], [0.5622, 0.7740, 4.4554], [0.9175, 1.9712, 5.0531], [2.0128, 2.6823, 4.5826], [2.7537, 2.2027, 3.5109], [2.3988, 1.0125, 2.8980], [0.2471, -2.4054, 3.8392], [1.1797, -2.7194, 4.8316], [0.8369, -3.6431, 5.8014], [-0.4170, -4.2420, 5.7860], [-1.3415, -3.9219, 4.8035], [-1.0120, -2.9971, 3.8237], [2.9755, -3.6393, 1.0676], [1.5004, -3.1814, 0.2391], [1.3768, -3.8830, 1.8801], [4.4453, -1.2095, 1.8968], [6.6722, -2.0968, 2.4493], [8.1979, -2.8290, 0.6563], [7.5054, -2.6765, -1.7071], [5.3071, -1.7641, -2.2902], [5.0240, 1.2016, -1.5839], [5.3531, 2.3522, -3.7352], [3.9062, 1.8112, -5.6585], [2.1260, 0.1197, -5.4455], [1.7577, -1.0201, -3.2895], [-0.2770, 0.2094, 4.8418], [0.3504, 2.3417, 5.8929], [2.2985, 3.6056, 5.0621], [3.6130, 2.7542, 3.1586], [2.9887, 0.6331, 2.0678], [2.1535, -2.2462, 4.8484], [1.5468, -3.8948, 6.5750], [-0.6750, -4.9572, 6.5520], [-2.3171, -4.3838, 4.8073], [-1.7394, -2.7229, 3.0666], [0.1580, 0.1309, -0.5345], [-0.6631, 1.5241, -0.9577], [-1.3074, 1.2431, -2.4219], [-0.6896, 0.3613, -3.4236], [-0.7596, 0.9765, -4.8134], [-2.2098, 1.2452, -5.2455], [-3.1436, 1.3103, -4.0381], [-2.4809, 2.0241, -2.8729], [-1.8029, 1.8177, 0.1786], [-2.2969, 3.2035, 0.3663], [-3.8082, 3.2322, 0.5303], [-4.2428, 2.3346, 1.6797], [-3.7062, 0.9267, 1.4692], [-2.1959, 0.9376, 1.2780], [0.3800, 2.7763, -1.0144], [1.0476, 3.2223, 0.2232], [1.3676, 4.7043, 0.1216], [2.3857, 4.9566, -0.9989], [2.2996, 3.8731, -2.0794], [0.8699, 3.3920, -2.2658], [-1.2090, -0.6036, -3.4176], [0.3477, 0.1800, -3.1343], [-0.2688, 0.3018, -5.5137], [-0.1862, 1.9048, -4.8236], [-2.5555, 0.4778, -5.9354], [-2.2540, 2.1892, -5.7870], [-3.4312, 0.3063, -3.7143], [-4.0647, 1.8317, -4.2958], [-3.1741, 2.1155, -2.0369], [-2.1740, 3.0319, -3.1738], [-1.9743, 3.8212, -0.4701], [-1.8305, 3.6078, 1.2733], [-4.2879, 2.9004, -0.3934], [-4.1210, 4.2616, 0.7030], [-5.3285, 2.3217, 1.7607], [-3.8615, 2.7352, 2.6219], [-4.1703, 0.4786, 0.5868], [-3.9479, 0.2927, 2.3251], [-1.7094, 1.3052, 2.1919], [-1.8378, -0.0729, 1.0718], [1.9684, 2.6458, 0.3708], [0.3967, 3.0062, 1.0726], [1.7446, 5.0631, 1.0785], [0.4392, 5.2456, -0.0709], [3.3955, 4.9789, -0.5911], [2.2081, 5.9371, -1.4380], [2.9258, 3.0106, -1.8151], [2.6722, 4.2487, -3.0304], [0.8080, 2.6626, -3.0726], [0.2224, 4.2358, -2.5265], [-7.4027, -2.5951, 0.0495], [-5.9316, -2.8516, 0.1351], [-5.4149, -3.7704, 1.0421], [-4.0519, -4.0267, 1.0995], [-3.2072, -3.3544, 0.2252], [-3.6939, -2.4191, -0.6885], [-5.0495, -2.1742, -0.7182], [-1.5071, -3.7842, 0.2713], [-1.2737, -4.5918, -1.3051], [-0.7850, -2.4183, 0.0859], [-7.9412, -3.0817, 0.8585], [-7.7948, -2.9752, -0.8951], [-7.6155, -1.5264, 0.0824], [-6.0825, -4.2930, 1.7113], [-3.6604, -4.7455, 1.8060], [-3.0192, -1.8853, -1.3448], [-5.4463, -1.4534, -1.4185], [-1.7179, -3.9895, -2.0955], [-1.7664, -5.5590, -1.2393], [-0.2062, -4.7341, -1.4588]], "mulliken_spin": [1.0093, -0.0374, 0.0448, 0.4122, 0.0720, 0.0534, -0.0162, 0.0714, -0.0235, 0.0415, 0.0144, 0.0134, -0.0150, 0.0412, 0.0049, 0.0478, -0.0382, -0.0448, 0.0031, 0.0016, 0.0009, 0.0065, 0.0174, 0.0549, 0.0039, 0.0014, -0.0005, 0.0007, -0.0232, -0.0073, 0.0241, 0.0006, -0.0039, 0.0003, 0.0017, 0.0008, 0.0035, -0.0070, 0.0010, 0.0008, 0.0019, 0.0099, 0.0007, 0.0001, 0.0000, 0.0007, 0.0425, -0.0011, 0.0002, 0.0000, 0.0000, 0.0084, 0.1785, 0.0307, -0.0074, -0.0387, 0.0020, -0.0001, 0.0004, -0.0006, 0.0001, 0.0002, 0.0004, -0.0003, 0.0012, 0.0042, 0.0075, -0.0137, 0.0010, 0.0007, 0.0017, -0.0036, -0.0061, 0.0363, 0.0001, 0.0001, 0.0000, 0.0000, -0.0001, -0.0001, 0.0001, 0.0002, -0.0009, 0.0000, -0.0001, 0.0002, 0.0000, 0.0000, -0.0002, 0.0003, 0.0014, -0.0088, 0.0127, 0.0021, -0.0002, 0.0002, 0.0005, 0.0001, -0.0001, 0.0001, 0.0029, 0.0001, 0.0000, 0.0002, -0.0004, -0.0021, 0.0006, 0.0043, -0.0001, -0.0010, 0.0048, -0.0044, 0.0000, 0.0000, 0.0000, 0.0000, -0.0005, -0.0056, 0.0000, 0.0004, 0.0004, 0.0030]}

---

Entry 2:
{"formula": "C48H64CuN2O5", "method": "ωB97M-V with the def2-TZVPD basis set", "e_homo_ev": [-7.17, -7.05], "e_tot_ha": -3993.69966, "s2": 0.756, "spin_multiplicity": 2, "orbital_gap_ha": [0.2821, 0.2323], "elements": ["Cu", "C", "O", "C", "C", "C", "C", "C", "C", "C", "C", "C", "C", "C", "C", "C", "C", "C", "C", "C", "C", "C", "C", "C", "C", "C", "C", "C", "C", "C", "C", "C", "C", "O", "C", "C", "C", "C", "C", "O", "C", "C", "C", "C", "C", "C", "O", "C", "C", "C", "C", "H", "H", "H", "H", "H", "H", "H", "H", "H", "H", "H", "H", "H", "H", "H", "H", "H", "H", "H", "H", "H", "H", "H", "H", "H", "H", "H", "H", "H", "H", "H", "H", "H", "H", "H", "H", "H", "H", "H", "H", "H", "H", "H", "H", "H", "H", "H", "H", "H", "H", "H", "H", "H", "H", "H", "H", "H", "H", "C", "N", "C", "N", "O", "H", "H", "H", "H", "H", "H"], "coordinates": [[-1.3629, -0.8839, 0.5414], [0.2740, -0.9482, -3.7100], [-0.1644, -0.3676, -2.4979], [-1.4867, -0.5956, -2.1645], [-2.0883, -1.8659, -2.2029], [-1.3560, -3.1809, -2.3631], [-0.1529, -3.4090, -1.4746], [0.9600, -4.0532, -1.9755], [2.0580, -4.3648, -1.1808], [2.0367, -3.9179, 0.1421], [0.9410, -3.2907, 0.7027], [0.9309, -2.9348, 2.1776], [1.2536, -1.4922, 2.5167], [2.5701, -1.0738, 2.5969], [2.9083, 0.2287, 2.9517], [1.8663, 1.1322, 3.1066], [0.5194, 0.7758, 3.0136], [-0.4848, 1.9108, 3.1562], [-0.8666, 2.6248, 1.8677], [-0.7532, 4.0029, 1.8011], [-1.1650, 4.7239, 0.6846], [-1.4731, 3.9877, -0.4589], [-1.5682, 2.6086, -0.4569], [-1.6832, 1.9086, -1.7987], [-2.2835, 0.5294, -1.8727], [-3.6649, 0.4045, -1.8352], [-4.2892, -0.8087, -2.0740], [-3.4730, -1.9280, -2.1699], [-5.7752, -0.9438, -2.3722], [-5.9131, -1.6218, -3.7490], [-6.4638, 0.4210, -2.4638], [-6.4855, -1.7878, -1.3075], [-1.4672, 1.9198, 0.7858], [-1.9898, 0.7499, 0.9715], [-1.3923, 6.2268, 0.6950], [-0.6581, 6.9029, -0.4695], [-0.9572, 6.9005, 1.9983], [-2.9078, 6.4419, 0.5485], [0.2236, -0.5789, 2.8167], [-1.0263, -1.1639, 2.7900], [-2.0878, -0.7360, 3.6153], [4.3471, 0.6561, 3.2361], [5.3435, -0.4924, 3.0540], [4.7845, 1.7857, 2.2981], [4.4370, 1.1271, 4.6971], [-0.2223, -3.0951, -0.0948], [-1.3480, -2.6812, 0.4073], [3.2114, -5.2148, -1.6981], [3.3396, -6.4567, -0.8023], [4.5219, -4.4173, -1.6760], [2.9683, -5.7046, -3.1312], [-0.5339, -0.9723, -4.4488], [1.0831, -0.3148, -4.0812], [0.6597, -1.9591, -3.5600], [-2.0837, -3.9684, -2.1327], [-1.0622, -3.3265, -3.4099], [0.9482, -4.3431, -3.0149], [2.8947, -4.1073, 0.7731], [-0.0680, -3.1627, 2.5509], [1.6575, -3.5713, 2.6902], [3.3403, -1.7946, 2.3737], [2.0961, 2.1700, 3.3148], [-1.4016, 1.5805, 3.6431], [-0.0246, 2.6620, 3.8057], [-0.3783, 4.5257, 2.6675], [-1.6757, 4.5014, -1.3896], [-2.2551, 2.5672, -2.4606], [-0.6633, 1.8484, -2.1974], [-4.2364, 1.3014, -1.6591], [-3.9295, -2.9023, -2.2517], [-5.2996, -1.1047, -4.4858], [-5.6024, -2.6623, -3.7149], [-6.9491, -1.5926, -4.0829], [-5.9899, 1.0318, -3.2308], [-7.5109, 0.2857, -2.7328], [-6.4258, 0.9447, -1.5113], [-5.9863, -2.7436, -1.1704], [-6.4921, -1.2609, -0.3554], [-7.5162, -1.9772, -1.6071], [0.4168, 6.7560, -0.3748], [-0.9751, 6.4959, -1.4264], [-0.8658, 7.9721, -0.4717], [0.1064, 6.7702, 2.1819], [-1.1641, 7.9667, 1.9315], [-1.5185, 6.5061, 2.8409], [-3.2674, 6.0636, -0.4047], [-3.4310, 5.9173, 1.3450], [-3.1505, 7.4999, 0.6186], [-1.7226, -0.4511, 4.6070], [-2.6432, 0.0824, 3.1489], [-2.7550, -1.5989, 3.7005], [5.3487, -0.8564, 2.0281], [6.3471, -0.1404, 3.2880], [5.1074, -1.3170, 3.7208], [4.7868, 1.4370, 1.2672], [4.1245, 2.6439, 2.3689], [5.7945, 2.1038, 2.5515], [4.1548, 0.3113, 5.3579], [5.4516, 1.4366, 4.9459], [3.7701, 1.9625, 4.8867], [3.6779, -6.1986, 0.1972], [2.3767, -6.9563, -0.7182], [4.0541, -7.1523, -1.2364], [4.7407, -4.0572, -0.6746], [5.3496, -5.0446, -2.0023], [4.4502, -3.5639, -2.3475], [2.0593, -6.3028, -3.1769], [2.8862, -4.8705, -3.8270], [3.8033, -6.3282, -3.4486], [2.3236, 2.5643, -0.9233], [1.4340, 1.6088, -0.3097], [1.5947, 0.2746, -0.2680], [2.8119, -0.2146, -0.6454], [0.7033, -0.5012, 0.0745], [1.7686, 3.4822, -1.1069], [2.6972, 2.1840, -1.8751], [3.1747, 2.7998, -0.2772], [0.5380, 1.9446, 0.0238], [3.6258, 0.3663, -0.5497], [2.9302, -1.2064, -0.5088]], "mulliken_spin": [0.8463, 0.0016, 0.0008, 0.0334, 0.0196, -0.0011, 0.0204, -0.0098, 0.0261, -0.0152, 0.0162, 0.0001, 0.0015, 0.0000, -0.0008, 0.0011, -0.0145, 0.0012, 0.0224, -0.0142, 0.0222, -0.0176, 0.0280, -0.0051, 0.0294, -0.0122, 0.0025, -0.0089, 0.0019, 0.0001, 0.0000, 0.0012, -0.0322, 0.0479, -0.0006, 0.0017, 0.0003, 0.0014, 0.0110, 0.0474, 0.0047, 0.0003, 0.0000, 0.0000, 0.0000, -0.0311, 0.0886, -0.0009, 0.0022, 0.0027, 0.0007, -0.0004, 0.0003, 0.0009, 0.0015, 0.0003, -0.0008, -0.0013, -0.0027, 0.0006, 0.0007, -0.0002, 0.0007, -0.0001, -0.0008, -0.0013, 0.0016, 0.0019, 0.0006, -0.0006, 0.0001, -0.0001, -0.0001, 0.0000, 0.0000, 0.0000, -0.0004, 0.0000, 0.0001, 0.0000, -0.0003, 0.0000, 0.0000, 0.0000, -0.0001, 0.0000, -0.0001, 0.0001, 0.0009, -0.0027, -0.0005, 0.0000, 0.0000, 0.0000, 0.0000, 0.0000, 0.0000, 0.0000, 0.0000, 0.0000, -0.0002, -0.0001, -0.0001, -0.0005, 0.0000, 0.0002, -0.0001, 0.0000, 0.0000, 0.0004, -0.0006, -0.0090, 0.0014, -0.1024, 0.0001, 0.0000, -0.0003, -0.0052, 0.0000, -0.0023]}